The following is a quantum chemistry calculation of a 2-piece molecular cluster, C3H12N2O overall, from the Open Molecules 2025 dataset.

## Properties
Spin multiplicity: 2
Strongest force on any atom (eV Å⁻¹): 3.1
Highest occupied orbital energy (alpha / beta) (eV): 1.3049 / -5.2779
Charge: -1
ΔE to the lowest compared entry with this formula, charge and spin (kcal per mole): 26.5
HOMO-LUMO gap (alpha / beta) (eV): 2.76 / 9.33

Each line ends with the Löwdin spin population.
Positions of all 18 atoms, in Å:
N 1.562 -1.123 0.100  0.10
C 1.274 -0.234 -0.951  0.15
C 0.063 0.562 -0.620  0.06
N 0.034 1.246 0.678  0.03
C -0.982 2.418 0.715  0.09
H 2.023 -1.888 -0.361  0.08
H 2.203 -0.731 0.837  0.06
H 2.088 0.378 -1.282  0.02
H 0.956 -0.912 -1.804  0.03
H 0.033 1.347 -1.440  0.00
H -0.797 -0.098 -0.847  0.02
H -0.375 0.532 1.325  0.07
H -0.867 3.095 1.563  0.01
H -0.909 2.990 -0.319  0.00
H -1.971 2.022 0.798  0.03
H -0.688 -2.152 0.138  0.03
H -1.924 -2.281 0.896  0.07
O -1.634 -2.455 0.024  0.14

The following is a quantum chemistry calculation of a 2-piece molecular cluster, C3H12N2O overall, from the Open Molecules 2025 dataset.

## Properties
Strongest force on any atom (eV Å⁻¹): 1.2
Highest occupied orbital energy (eV): -9.0672
ΔE to the lowest compared entry with this formula, charge and spin (kcal per mole): 12.5
HOMO-LUMO gap (eV): 9.91
SMILES string: CNCCN.O

Each line ends with the Mulliken charge.
Positions of all 18 atoms, in Å:
N 1.013 1.706 0.435  -0.69
C -0.400 1.440 0.772  -0.54
C -0.657 -0.017 1.194  -0.71
N -0.679 -1.018 0.165  -0.26
C 0.534 -1.768 -0.109  -0.93
H 1.021 2.208 -0.456  0.32
H 1.421 0.821 0.167  0.25
H -1.102 1.693 -0.026  0.30
H -0.680 2.010 1.662  0.38
H -1.604 -0.006 1.726  0.44
H 0.085 -0.214 1.980  0.29
H -1.448 -1.668 0.245  0.19
H 0.567 -2.104 -1.139  0.30
H 0.712 -2.642 0.530  0.34
H 1.411 -1.149 0.091  0.30
H 0.178 0.061 -3.123  0.30
H -0.293 -0.004 -1.711  0.36
O -0.078 0.648 -2.402  -0.65

The following is a quantum chemistry calculation of a 2-piece molecular cluster, C3H12N2O overall, from the Open Molecules 2025 dataset.

## Properties
Strongest force on any atom (eV Å⁻¹): 4.8
Highest occupied orbital energy (eV): -8.9904
ΔE to the lowest compared entry with this formula, charge and spin (kcal per mole): 23.2
HOMO-LUMO gap (eV): 9.86
SMILES string: CNCCN.O

Each line ends with the Mulliken charge.
Positions of all 18 atoms, in Å:
N 0.673 2.121 -0.293  -0.53
C 0.123 1.630 0.976  -0.88
C 0.097 0.072 1.087  -0.50
N -0.398 -0.512 -0.089  -0.20
C -1.132 -1.767 0.072  -0.88
H 0.034 2.231 -1.077  0.28
H 1.496 1.514 -0.531  0.27
H -0.889 1.939 1.147  0.39
H 0.601 1.960 1.897  0.33
H -0.556 -0.146 2.049  0.29
H 1.129 -0.173 1.309  0.28
H -1.046 0.120 -0.517  0.22
H -0.379 -2.628 -0.122  0.22
H -1.929 -1.854 -0.562  0.39
H -1.437 -1.895 1.119  0.29
H 1.836 -1.356 -2.434  0.32
H 0.593 -0.685 -1.620  0.45
O 1.182 -0.569 -2.409  -0.72

The following is a quantum chemistry calculation of a 3-piece molecular cluster, C3H12N2O overall, from the Open Molecules 2025 dataset.

## Properties
Strongest force on any atom (eV Å⁻¹): 1.2
Highest occupied orbital energy (eV): -9.7025
ΔE to the lowest compared entry with this formula, charge and spin (kcal per mole): 33.8
HOMO-LUMO gap (eV): 10.55
SMILES string: C=C.NCO.N

Each line ends with the Mulliken charge.
Positions of all 18 atoms, in Å:
C -1.574 1.147 1.679  -0.83
C -2.673 0.437 1.474  -0.33
N -0.766 -1.479 -2.170  -0.69
H -1.240 1.842 0.924  0.39
H 0.180 0.596 0.320  0.25
H -0.939 1.180 2.561  0.32
H -3.028 0.225 0.472  0.22
H -3.163 -0.104 2.280  0.24
H -0.503 -2.065 -1.388  0.21
H -0.735 -0.492 -1.952  0.25
H -1.730 -1.776 -2.321  0.24
N 2.347 -0.819 0.285  -0.52
C 1.846 0.107 -0.683  -0.29
O 0.802 0.985 -0.307  -0.49
H 1.653 -1.311 0.828  0.22
H 3.044 -0.419 0.893  0.21
H 1.493 -0.477 -1.536  0.31
H 2.649 0.726 -1.058  0.31

The following is a quantum chemistry calculation of C3H12N2O as an isolated structure, from the Open Molecules 2025 dataset.

## Properties
Strongest force on any atom (eV Å⁻¹): 1.3
Highest occupied orbital energy (eV): -5.8507
ΔE to the lowest compared entry with this formula, charge and spin (kcal per mole): 73.3
HOMO-LUMO gap (eV): 5.61

Each line ends with the Mulliken charge.
Positions of all 18 atoms, in Å:
C -1.041 2.703 -0.482  -0.37
O -1.753 3.465 0.295  -0.80
C -0.620 1.413 0.249  -0.60
N -0.128 0.347 -0.694  -0.46
H -1.548 2.329 -1.439  0.11
H -0.077 3.150 -0.862  0.17
H 0.173 1.611 0.967  0.28
H -1.493 1.027 0.783  0.35
H 0.551 0.778 -1.335  0.30
H -0.901 0.077 -1.291  0.35
C 0.804 -2.821 0.236  -0.85
N 0.945 -1.463 0.781  -0.59
H -0.245 -3.094 0.244  0.32
H 1.166 -2.835 -0.800  0.31
H 1.366 -3.550 0.814  0.33
H 0.529 -1.407 1.715  0.31
H 0.350 -0.555 -0.030  0.51
H 1.921 -1.176 0.848  0.30

The following is a quantum chemistry calculation of a 3-piece molecular cluster, C3H12N2O2 overall, from the Open Molecules 2025 dataset.

## Properties
Strongest force on any atom (eV Å⁻¹): 2.5
Highest occupied orbital energy (eV): -9.3445
ΔE to the lowest compared entry with this formula, charge and spin (kcal per mole): 18.6
HOMO-LUMO gap (eV): 10.31
SMILES string: [H]/N=C/NCC.O.O

Each line ends with the Mulliken charge.
Positions of all 19 atoms, in Å:
C -2.011 -0.899 1.496  -1.06
C -1.421 -1.114 0.095  -0.41
N -0.726 0.068 -0.435  -0.23
C -0.378 -0.013 -1.744  0.11
N 0.589 0.560 -2.379  -0.66
H -1.310 -0.307 2.084  0.26
H -2.364 -1.805 1.970  0.33
H -2.878 -0.244 1.327  0.29
H -0.697 -1.936 0.146  0.31
H -2.227 -1.338 -0.605  0.41
H -0.002 0.393 0.205  0.22
H -1.203 -0.384 -2.368  0.26
H 0.324 0.589 -3.352  0.26
H 1.699 0.852 -1.008  0.42
H 2.397 2.042 -0.141  0.28
O 2.114 1.141 -0.167  -0.77
H 1.371 0.536 2.994  0.29
H 1.686 0.187 1.514  0.35
O 1.112 -0.043 2.272  -0.64

The following is a quantum chemistry calculation of a 3-piece molecular cluster, C3H12N2O2 overall, from the Open Molecules 2025 dataset.

## Properties
Strongest force on any atom (eV Å⁻¹): 1.5
Highest occupied orbital energy (eV): -8.8113
ΔE to the lowest compared entry with this formula, charge and spin (kcal per mole): 43.7
HOMO-LUMO gap (eV): 9.49
SMILES string: [H]/N=C/NCC.O.O

Each line ends with the Mulliken charge.
Positions of all 19 atoms, in Å:
C 1.317 -2.072 -0.538  -0.93
C 1.304 -0.926 -1.575  -0.52
N 0.023 -0.224 -1.599  -0.15
C -0.379 0.607 -0.619  0.14
N -1.624 0.804 -0.342  -0.85
H 0.355 -2.536 -0.386  0.27
H 1.709 -1.660 0.385  0.29
H 2.031 -2.843 -0.836  0.36
H 2.080 -0.180 -1.379  0.27
H 1.481 -1.357 -2.552  0.35
H -0.698 -0.526 -2.236  0.29
H 0.494 1.184 -0.261  0.34
H -1.928 1.755 -0.522  0.20
H -1.688 -0.466 1.310  0.30
H -2.098 -1.893 0.956  0.32
O -1.739 -1.362 1.674  -0.67
H 0.346 2.433 2.411  0.32
H 1.830 2.684 2.016  0.31
O 0.963 3.095 2.079  -0.65

The following is a quantum chemistry calculation of a 2-piece molecular cluster, C3H12N2O2 overall, from the Open Molecules 2025 dataset.

## Properties
Strongest force on any atom (eV Å⁻¹): 2.3
Highest occupied orbital energy (eV): -8.8745
ΔE to the lowest compared entry with this formula, charge and spin (kcal per mole): 38.2
HOMO-LUMO gap (eV): 9.32
SMILES string: NCNCCO.O

Each line ends with the Mulliken charge.
Positions of all 19 atoms, in Å:
C 0.657 -1.021 0.098  -0.54
C 0.707 0.060 1.219  -0.47
O -0.220 1.077 0.942  -0.53
N 1.379 -0.556 -1.100  -0.37
C 0.556 -0.647 -2.315  -0.57
N -0.247 0.561 -2.511  -0.64
H -0.416 -0.973 -0.103  0.29
H 0.964 -1.989 0.493  0.42
H 0.541 -0.343 2.232  0.25
H 1.677 0.567 1.271  0.29
H -1.049 1.219 1.433  0.34
H 2.173 -1.187 -1.173  0.23
H -0.147 -1.478 -2.372  0.36
H 1.262 -0.679 -3.147  0.42
H 0.391 1.336 -2.665  0.26
H -0.722 0.757 -1.652  0.26
H -2.754 0.731 3.715  0.31
H -2.167 -0.410 2.856  0.30
O -2.239 0.537 2.902  -0.63